Below is a cluster of 11 separate species, C37H79N3O13 in total in a non-equilibrium geometry, with properties calculated with ωB97M-V/def2-TZVPD.

Results
**E_tot**: -70730.6184 eV
**Charge**: 0
**E_HOMO**: -0.327 Eh
**Spin multiplicity**: 1
**LUMO**: -1.09 eV
**SMILES**: [H]/N=C(/C)CC1=C(CCCN)C(=O)C(CCCCCN)=C(C[C@@H](C)OCc2ccccc2)C1=O.CO.CO.CO.CO.CO.CO.CO.CO.CO.CO

The geometry in XYZ format:
```
132
Properties=species:S:1:pos:R:3:lowdin_charge:R:1
C -1.33 -0.57 6.36 -0.052
C -1.71 -1.19 4.96 -0.389
N -1.21 -2.33 4.65 0.145
C -2.71 -0.35 4.09 -0.079
C -2.23 -0.06 2.64 -0.071
C -1.15 0.69 2.29 -0.076
C -0.24 1.35 3.36 -0.103
C 1.30 0.98 3.23 -0.159
C 1.56 -0.42 2.55 -0.253
N 2.85 -1.03 3.00 -0.014
C -0.78 0.96 0.80 -0.246
O 0.21 1.58 0.48 0.083
C -1.69 0.47 -0.37 -0.080
C -1.33 0.90 -1.82 -0.120
C -2.23 2.13 -2.30 -0.167
C -2.04 3.41 -1.39 -0.173
C -0.73 4.23 -1.75 -0.178
C -1.03 5.35 -2.83 -0.242
N -0.96 4.68 -4.16 -0.015
C -2.77 -0.30 -0.02 -0.072
C -3.73 -0.87 -1.12 -0.061
C -3.33 -2.38 -1.40 -0.364
C -4.35 -3.09 -2.36 -0.035
O -1.97 -2.49 -1.85 -0.130
C -1.09 -3.00 -0.85 -0.162
C 0.27 -3.32 -1.57 -0.159
C 1.11 -2.23 -2.09 -0.003
C 2.35 -2.65 -2.74 -0.072
C 2.75 -4.06 -2.83 -0.093
C 1.91 -5.13 -2.30 -0.069
C 0.65 -4.72 -1.67 -0.059
C -3.07 -0.66 1.47 -0.246
O -3.98 -1.44 1.68 0.082
H -2.19 -0.79 7.06 0.089
H -1.30 0.55 6.29 0.067
H -0.37 -0.98 6.76 0.078
H -1.59 -2.59 3.73 0.067
H -3.70 -0.88 4.04 0.126
H -2.92 0.63 4.60 0.127
H -0.54 1.08 4.41 0.085
H -0.31 2.48 3.18 0.120
H 1.75 1.75 2.54 0.100
H 1.77 1.07 4.24 0.110
H 0.74 -1.16 2.72 0.107
H 1.67 -0.24 1.44 0.108
H 2.87 -2.00 2.66 0.074
H 3.59 -0.57 2.44 0.081
H -1.60 0.04 -2.49 0.111
H -0.24 1.14 -1.93 0.110
H -2.09 2.34 -3.39 0.104
H -3.31 1.82 -2.18 0.074
H -2.92 4.08 -1.59 0.101
H -2.05 3.12 -0.31 0.100
H 0.04 3.56 -2.23 0.105
H -0.23 4.66 -0.84 0.092
H -2.08 5.75 -2.71 0.107
H -0.34 6.23 -2.76 0.105
H -1.89 4.41 -4.49 0.076
H -0.50 5.27 -4.87 0.065
H -3.69 -0.25 -2.05 0.112
H -4.76 -0.83 -0.67 0.128
H -3.38 -2.91 -0.40 0.136
H -5.31 -3.19 -1.79 0.086
H -4.53 -2.53 -3.32 0.085
H -3.99 -4.14 -2.54 0.080
H -0.85 -2.21 -0.09 0.119
H -1.49 -3.91 -0.31 0.131
H 0.78 -1.18 -1.98 0.100
H 3.00 -1.86 -3.17 0.095
H 3.71 -4.36 -3.30 0.093
H 2.17 -6.20 -2.38 0.101
H 0.00 -5.51 -1.26 0.104
C -6.30 3.67 -3.56 -0.149
O -5.22 2.88 -3.08 -0.144
H -6.05 4.02 -4.56 0.079
H -7.21 3.07 -3.60 0.077
H -6.45 4.53 -2.90 0.078
H -5.45 2.58 -2.19 0.075
C 0.58 1.44 -5.91 -0.161
O 0.54 2.09 -4.65 -0.158
H 1.24 0.57 -5.84 0.073
H -0.42 1.10 -6.19 0.074
H 0.97 2.12 -6.67 0.073
H -0.05 2.85 -4.74 0.019
C 2.43 5.89 -4.16 -0.147
O 1.63 6.67 -5.03 -0.137
H 1.78 5.40 -3.43 0.060
H 2.96 5.12 -4.73 0.082
H 3.14 6.53 -3.64 0.079
H 2.23 7.09 -5.67 0.076
C 0.85 5.49 2.44 -0.147
O -0.39 4.84 2.19 -0.138
H 0.79 6.02 3.39 0.078
H 1.65 4.75 2.50 0.079
H 1.06 6.21 1.65 0.067
H -0.31 4.39 1.34 0.042
C 1.72 -4.83 5.50 -0.152
O 1.82 -3.84 4.48 -0.155
H 2.29 -5.70 5.19 0.057
H 2.14 -4.44 6.43 0.079
H 0.68 -5.10 5.64 0.075
H 1.32 -3.07 4.77 0.036
C 4.78 -6.89 6.54 -0.158
O 3.53 -7.52 6.28 -0.142
H 4.71 -6.36 7.49 0.079
H 5.57 -7.64 6.61 0.073
H 5.01 -6.18 5.74 0.078
H 3.62 -7.99 5.44 0.076
C 1.26 9.33 2.92 -0.156
O 0.84 8.68 1.73 -0.141
H 2.16 9.90 2.71 0.079
H 0.47 10.00 3.27 0.077
H 1.47 8.58 3.69 0.070
H 0.05 8.17 1.94 0.065
C -1.23 -5.58 -4.62 -0.158
O -1.27 -6.71 -5.48 -0.129
H -0.25 -5.11 -4.70 0.069
H -2.00 -4.86 -4.91 0.077
H -1.39 -5.90 -3.58 0.068
H -2.14 -7.10 -5.39 0.071
C 4.62 -1.17 6.61 -0.172
O 4.26 -2.09 5.60 -0.149
H 5.28 -1.67 7.33 0.073
H 5.16 -0.32 6.18 0.072
H 3.73 -0.81 7.14 0.070
H 3.68 -1.61 4.98 0.020
C 3.23 -4.34 -6.25 -0.167
O 4.51 -4.94 -6.12 -0.131
H 3.28 -3.32 -5.87 0.073
H 2.94 -4.31 -7.31 0.077
H 2.50 -4.91 -5.68 0.065
H 4.45 -5.84 -6.46 0.075
```

---

Below is a cluster of 6 separate species, C24H56N7O6 in total in a non-equilibrium geometry, with properties calculated with ωB97M-V/def2-TZVPD.

Results
**Relative energy (zero: lowest compared OMol25 entry of this formula, charge and spin)**: 75.2 kcal/mol
**E_tot**: -48506.0455 eV
**Charge**: +1
**E_HOMO**: -0.389 Eh
**Spin multiplicity**: 1
**LUMO**: -2.82 eV

The geometry in XYZ format:
```
93
Properties=species:S:1:pos:R:3:lowdin_charge:R:1
C 3.93 -1.50 -0.27 -0.091
C 3.70 -0.61 -1.48 -0.209
C 2.27 -0.64 -1.99 -0.217
O 1.91 -1.99 -2.26 -0.129
C 0.58 -2.14 -2.68 -0.161
C -0.44 -1.90 -1.52 -0.233
C -1.26 -0.66 -1.78 -0.107
C -2.20 -0.42 -0.58 -0.403
N -2.91 0.85 -0.66 0.081
C -3.17 -1.60 -0.54 -0.132
C -2.51 -2.96 -0.51 -0.092
N -1.32 -3.09 -1.43 0.100
H 4.98 -1.71 -0.16 0.036
H 3.42 -2.46 -0.35 0.066
H 3.55 -1.02 0.63 0.072
H 3.97 0.41 -1.27 0.115
H 4.31 -0.99 -2.30 0.115
H 2.24 -0.06 -2.91 0.130
H 1.62 -0.19 -1.24 0.109
H 0.48 -3.16 -3.04 0.131
H 0.37 -1.45 -3.50 0.135
H 0.17 -1.78 -0.63 0.167
H -1.91 -0.82 -2.64 0.136
H -0.62 0.20 -1.91 0.127
H -1.56 -0.47 0.29 0.132
H -2.32 1.52 -0.18 0.062
H -2.89 1.15 -1.63 0.088
H -3.87 -1.49 -1.37 0.124
H -3.74 -1.52 0.37 0.130
H -3.23 -3.69 -0.84 0.132
H -2.24 -3.26 0.50 0.137
H -1.62 -3.42 -2.35 0.185
H -0.74 -3.85 -1.06 0.191
C 8.21 -1.51 0.61 -0.335
O 7.00 -1.33 0.49 -0.027
N 8.78 -2.71 0.78 -0.187
C 10.22 -2.86 0.92 -0.046
C 7.94 -3.89 0.81 -0.036
H 8.93 -0.68 0.60 0.139
H 10.62 -3.48 0.12 0.090
H 10.45 -3.32 1.88 0.093
H 10.70 -1.88 0.88 0.087
H 7.38 -3.98 -0.12 0.091
H 7.22 -3.81 1.63 0.092
H 8.55 -4.77 0.95 0.086
C 8.45 1.43 3.86 -0.353
O 9.11 0.44 3.63 0.005
N 7.10 1.50 3.77 -0.197
C 6.37 2.71 4.04 -0.063
C 6.39 0.29 3.38 -0.032
H 8.91 2.39 4.16 0.134
H 5.67 2.55 4.86 0.087
H 5.81 3.02 3.15 0.085
H 7.05 3.51 4.31 0.083
H 6.59 -0.50 4.10 0.097
H 6.74 -0.04 2.40 0.061
H 5.32 0.49 3.33 0.083
C 0.54 2.10 1.56 -0.332
O -0.02 1.49 0.67 -0.020
N -0.08 2.81 2.51 -0.185
C 0.64 3.52 3.55 -0.042
C -1.54 2.88 2.49 -0.025
H 1.64 2.12 1.66 0.136
H 0.35 3.15 4.53 0.095
H 0.42 4.59 3.49 0.095
H 1.71 3.38 3.42 0.082
H -1.96 1.88 2.58 0.096
H -1.88 3.31 1.55 0.091
H -1.89 3.49 3.31 0.093
C -7.15 1.59 2.13 -0.360
O -6.14 1.67 2.81 -0.003
N -7.17 1.67 0.79 -0.192
C -8.40 1.57 0.02 -0.054
C -5.91 1.87 0.10 -0.048
H -8.15 1.45 2.57 0.133
H -8.34 0.72 -0.66 0.084
H -8.55 2.48 -0.56 0.086
H -9.25 1.43 0.69 0.084
H -5.22 1.06 0.33 0.054
H -5.45 2.81 0.44 0.095
H -6.07 1.92 -0.97 0.072
C -7.53 1.55 -3.69 -0.372
O -7.95 2.61 -3.27 0.011
N -8.28 0.61 -4.29 -0.198
C -7.72 -0.64 -4.77 -0.062
C -9.70 0.87 -4.47 -0.033
H -6.46 1.26 -3.60 0.126
H -7.87 -0.73 -5.84 0.092
H -8.20 -1.48 -4.27 0.089
H -6.65 -0.67 -4.56 0.076
H -9.85 1.77 -5.06 0.096
H -10.18 1.02 -3.50 0.092
H -10.17 0.02 -4.97 0.088
```